Entry 1:
The following is a quantum chemistry calculation of a cluster of 5 separate species, C53H69IN2O12S7 in total, from OMol25.

As for the SMILES: CCCCCc1c(I)cc(S)c2c1C(=O)c1c(cc(OC(=O)c3ccccc3)c(CCCC)c1CCCSC(=S)n1ccnc1)C2=O.O=S1(=O)CCCC1.O=S1(=O)CCCC1.O=S1(=O)CCCC1.O=S1(=O)CCCC1. The calculation puts the energy relative to the best compared isomer or geometry (same formula, charge and spin) at 0.000 eV. Its orbital gap is 7.689 eV.

ORCA input file:
```
! RIJCOSX wB97M-V def2-TZVPD def2/J DEFGRID3
* xyz 0 1
C -5.0306 1.5238 -0.4971
C -4.2223 0.3933 -1.1124
C -3.5292 -0.4617 -0.0352
C -3.4017 -1.9507 -0.3842
C -1.9640 -2.4053 -0.7097
C -1.1913 -1.3848 -1.4879
C -1.4794 -1.1090 -2.8232
I -2.9468 -2.1776 -3.8481
C -0.7913 -0.1439 -3.5524
C 0.2157 0.6055 -2.9566
S 1.0190 1.8001 -4.0027
C 0.5310 0.3614 -1.6124
C -0.1486 -0.6468 -0.9007
C 0.3324 -0.9222 0.4845
O 0.4844 -2.0455 0.8747
C 0.6913 0.2642 1.2808
C 1.3173 1.2806 0.5677
C 1.7322 2.4155 1.2456
C 1.5031 2.5224 2.6093
O 1.9695 3.6864 3.2191
C 1.2263 4.8281 3.1595
O 1.4009 5.6291 4.0012
C 0.3237 5.1147 2.0121
C -0.6729 4.2783 1.5021
C -1.4781 4.6962 0.4437
C -1.3053 5.9687 -0.1011
C -0.3199 6.8045 0.4021
C 0.4922 6.3800 1.4513
C 0.9106 1.5102 3.3728
C 0.7632 1.5096 4.8897
C 0.9736 2.7454 5.7534
C -0.2148 3.7008 5.9505
C -1.3856 3.5609 4.9962
C 0.4942 0.3540 2.6711
C -0.1246 -0.8202 3.3769
C -1.5930 -1.0294 3.0411
C -2.4560 0.1635 3.4352
S -3.4853 -0.1185 4.9020
C -4.3310 -1.5829 4.3440
S -5.5546 -1.5584 3.3121
N -3.8574 -2.7904 4.8857
C -3.4352 -3.9044 4.1812
C -3.0738 -4.8144 5.1247
N -3.2648 -4.3176 6.3878
C -3.7262 -3.1015 6.2154
C 1.5792 1.1012 -0.8718
O 2.5893 1.4965 -1.3774
H -4.3997 2.3498 -0.1898
H -5.5933 1.1820 0.3619
H -5.7549 1.9084 -1.2069
H -4.8387 -0.2199 -1.7537
H -3.4312 0.8616 -1.6918
H -2.5545 -0.0131 0.1331
H -4.1094 -0.3661 0.8743
H -4.0830 -2.1897 -1.1826
H -3.7164 -2.5366 0.4662
H -2.0189 -3.3074 -1.3091
H -1.4656 -2.6902 0.1983
H -1.0416 0.0228 -4.5813
H 2.1013 1.0983 -4.3344
H 2.2407 3.2062 0.7250
H -0.8394 3.2969 1.9084
H -2.2213 4.0219 0.0623
H -1.9397 6.2965 -0.9059
H -0.1704 7.7904 0.0113
H 1.2397 7.0351 1.8590
H -0.2010 1.0898 5.1285
H 1.4799 0.7693 5.2302
H 1.8675 3.2816 5.4888
H 1.1740 2.3594 6.7459
H -0.6178 3.5133 6.9384
H 0.1357 4.7192 5.9754
H -2.0274 2.7372 5.2774
H -2.0081 4.4442 5.0734
H -1.0986 3.4852 3.9569
H 0.4213 -1.7163 3.1379
H -0.0734 -0.7095 4.4483
H -1.7390 -1.2330 1.9887
H -1.9085 -1.9135 3.5744
H -1.8621 1.0389 3.6594
H -3.1348 0.4445 2.6452
H -3.4095 -3.9691 3.1130
H -2.6945 -5.7969 4.9403
H -3.9714 -2.4464 7.0264
O -4.5106 -5.0282 -1.1533
S -3.7078 -5.4762 -0.0405
O -3.5362 -4.6322 1.1214
C -4.2883 -7.0912 0.4739
C -3.4691 -8.0632 -0.3704
C -2.0314 -7.5204 -0.3636
C -2.1089 -6.0165 -0.6509
H -5.3613 -7.1555 0.3105
H -4.0638 -7.1965 1.5348
H -3.5236 -9.0755 0.0268
H -3.8529 -8.0813 -1.3924
H -1.5839 -7.6888 0.6180
H -1.4041 -8.0202 -1.0998
H -1.3376 -5.4509 -0.1407
H -2.0760 -5.8062 -1.7117
O -0.0215 -4.7425 -2.2139
S 0.8594 -5.2047 -3.2665
O 1.0148 -6.6118 -3.5385
C 0.4528 -4.3268 -4.7715
C 1.2969 -3.0573 -4.6840
C 2.6822 -3.4991 -4.1920
C 2.4636 -4.4377 -3.0028
H -0.6184 -4.1425 -4.8013
H 0.7510 -4.9366 -5.6236
H 1.3486 -2.5519 -5.6475
H 0.8536 -2.3649 -3.9635
H 3.2047 -4.0270 -4.9917
H 3.2988 -2.6527 -3.9040
H 3.2181 -5.2157 -2.9324
H 2.4143 -3.8892 -2.0641
O 0.9346 8.0988 -3.3344
S 2.2040 7.4175 -3.4088
O 3.2113 7.6270 -2.4009
C 1.9132 5.6624 -3.6241
C 1.8181 5.4872 -5.1361
C 2.9471 6.3428 -5.7305
C 2.9019 7.7096 -5.0395
H 1.0102 5.3753 -3.0902
H 2.7734 5.1322 -3.2166
H 1.9121 4.4410 -5.4207
H 0.8506 5.8474 -5.4920
H 3.9072 5.8614 -5.5367
H 2.8472 6.4505 -6.8092
H 3.8859 8.1547 -4.9201
H 2.2424 8.4041 -5.5554
O 5.7551 -0.3879 -3.4819
S 5.8215 -1.2536 -2.3314
O 5.4071 -2.6342 -2.4180
C 7.4659 -1.1644 -1.6285
C 7.3850 -0.0111 -0.6327
C 6.0496 -0.1845 0.1033
C 4.9764 -0.4605 -0.9571
H 8.1864 -1.0071 -2.4274
H 7.6593 -2.1120 -1.1273
H 8.2300 -0.0199 0.0532
H 7.3939 0.9413 -1.1662
H 6.1197 -1.0311 0.7889
H 5.7951 0.6943 0.6931
H 4.1982 -1.1297 -0.5965
H 4.5325 0.4565 -1.3342
*
```

***

Entry 2:
The following is a quantum chemistry calculation of a structure of composition C27H42O21, from OMol25.

The calculation puts the energy relative to the best compared isomer or geometry (same formula, charge and spin) at 14.135 eV. Its orbital gap is 8.824 eV.

ORCA input file:
```
! RIJCOSX wB97M-V def2-TZVPD def2/J DEFGRID3
* xyz 0 1
C -0.5109 0.7017 0.2008
C 0.4795 -0.2287 -0.5188
C 1.3456 -1.0029 0.3879
O 1.2492 -2.2778 -0.0891
C 0.3665 -2.3201 -1.1000
O 0.0798 -3.2373 -1.7905
O -0.3138 -1.2269 -1.1822
H -1.2753 1.1833 -0.4091
H 0.0187 1.5140 0.6986
H -1.0187 0.1925 1.0200
H 1.1153 0.3356 -1.2010
H 1.0629 -0.9425 1.4388
H 2.3936 -0.7287 0.2668
C 2.2057 0.9115 2.2026
C 1.8155 0.1052 3.4654
C 2.9973 -0.2018 4.3062
O 2.7041 0.5360 5.5501
C 1.3553 0.8832 5.5474
O 0.7207 1.2823 6.4671
O 0.8793 0.7149 4.3084
H 2.4911 1.9573 2.3172
H 1.2914 1.0443 1.6242
H 2.9612 0.4250 1.5857
H 1.2944 -0.7882 3.1212
H 3.9255 0.1527 3.8578
H 3.1230 -1.2561 4.5524
C -2.8180 0.2459 1.1999
C -3.9361 0.5339 0.2081
C -4.9836 1.4419 0.8590
O -4.9722 2.6062 0.1186
C -3.9863 2.5722 -0.8421
O -3.7087 3.4688 -1.6356
O -3.4980 1.3652 -0.8717
H -2.2148 1.0409 1.6385
H -2.1711 -0.5592 0.8514
H -3.0839 -0.1043 2.1972
H -4.3903 -0.4143 -0.0799
H -4.7859 1.5879 1.9210
H -6.0072 1.0731 0.7932
C -0.9063 -4.9526 -4.8187
C -0.9181 -4.3633 -3.4021
C -2.3182 -3.9153 -3.0108
O -2.5582 -4.3407 -1.7707
C -1.6858 -5.2760 -1.4697
O -1.6544 -5.9942 -0.4287
O -0.7996 -5.3653 -2.3842
H -1.4558 -5.8924 -4.8717
H 0.1049 -5.2137 -5.1305
H -1.2983 -4.3559 -5.6423
H -0.1481 -3.6353 -3.1471
H -3.0740 -4.3038 -3.6934
H -2.4250 -2.8352 -3.1108
C 1.4980 0.8388 -5.2631
C 0.1692 0.1727 -4.8868
C 0.3811 -1.0065 -3.8991
O -0.4058 -0.7174 -2.7989
C -0.9866 0.5199 -2.8907
O -1.7780 0.9894 -2.1367
O -0.5812 1.0840 -4.0453
H 2.1990 0.1275 -5.6997
H 1.9694 1.2864 -4.3881
H 1.3427 1.6418 -5.9835
H -0.3722 -0.1060 -5.7909
H 1.4265 -1.1017 -3.6058
H 0.1691 -2.0086 -4.2717
C -2.1765 3.1101 2.5298
C -1.0880 2.2344 3.2409
C -1.3990 1.7580 4.7033
O -1.5951 0.3596 4.5099
C -1.3934 0.0176 3.2198
O -1.4755 -1.1751 2.8621
O -1.0195 1.0807 2.4640
H -2.0761 4.1677 2.7739
H -3.1791 2.6908 2.6144
H -2.0105 3.1357 1.4529
H -0.1300 2.7540 3.2587
H -2.2850 2.1725 5.1843
H -0.5099 1.8783 5.3225
C 4.5637 3.3421 -1.2566
O 3.3350 2.8395 -0.8105
C 3.2899 1.8013 0.0012
O 2.2544 1.1900 0.2529
O 4.5583 1.4401 0.5050
C 4.7414 0.4504 1.4529
H 5.3351 2.5809 -1.3736
H 4.8766 3.8995 -0.3737
H 4.6096 4.0139 -2.1137
H 5.7679 0.1116 1.3124
H 4.1598 -0.4619 1.3210
H 4.7506 0.7456 2.5022
*
```